C3H5ClO4P | the ωB97M-V functional and the def2-TZVPD basis

XYZ file:
```
14
Properties=species:S:1:pos:R:3:forces:R:3
C -0.500 -0.318 0.567 0.6 0.8 0.4
C -1.068 0.582 -0.425 0.9 -0.9 -2.4
C -0.308 -1.784 0.201 0.5 3.0 0.1
O 2.968 1.178 0.293 -1.0 -0.3 -0.2
O 0.860 2.637 0.027 -0.8 1.0 0.5
O 0.679 0.288 0.997 -0.3 -0.5 0.4
O 1.174 0.686 -1.537 -2.0 -0.3 2.4
P 1.518 1.316 -0.086 1.8 -0.2 -1.3
Cl -2.173 0.058 -1.632 0.3 0.2 0.5
H -1.299 -0.208 1.325 0.1 0.0 0.5
H -1.086 1.615 -0.189 0.2 1.1 -0.1
H 0.706 -1.911 0.443 1.4 -0.7 -0.4
H -0.600 -1.778 -0.799 0.1 -1.2 -1.8
H -0.872 -2.361 0.815 -1.9 -2.0 1.5
```
Positions in Å, forces in eV/Å.

The value obtained for the orbital gap (alpha / beta) is 6.1 / 6.1 eV. For the LUMO energy (alpha / beta), the calculation gives 1.90 / 1.90 eV. Its charge is -1.

Mulliken population analysis, charges in e, atoms 1 to 2: atom 1 (C): 0.69, atom 2 (C): -0.45